# 1
The following is a quantum chemistry calculation of a cluster of 2 separate species, C10H16 in total at a distorted geometry, from OMol25.

```
26
Properties=species:S:1:pos:R:3:lowdin_charge:R:1
C 1.449 -2.426 -2.997 -0.07
C -0.558 0.969 -1.555 -0.12
C -0.841 -0.257 -1.032 -0.11
C 0.332 1.183 -2.622 -0.06
C -0.229 -1.459 -1.466 -0.02
C 1.088 0.052 -2.913 -0.06
C 0.771 -1.209 -2.399 -0.28
H -1.042 1.835 -1.104 0.10
H -1.567 -0.205 -0.225 0.09
H 0.353 2.094 -3.194 0.10
H -0.566 -2.386 -1.049 0.11
H 1.928 0.140 -3.592 0.11
H 2.540 -2.317 -2.966 0.08
H 1.090 -2.683 -3.995 0.08
H 1.246 -3.351 -2.462 0.07
C -0.526 1.030 2.429 -0.31
C -1.724 1.447 3.280 -0.12
C 0.511 0.263 3.272 -0.13
H -0.776 0.360 1.615 0.06
H 0.017 1.894 2.036 0.10
H -1.517 2.478 3.570 0.07
H 0.048 -0.581 3.781 0.07
H 1.364 -0.052 2.651 0.07
H -1.814 0.917 4.232 0.07
H -2.671 1.383 2.744 0.06
H 1.093 0.882 3.961 0.07
```

The HOMO-LUMO gap is 9.98 eV. Its lowest unoccupied orbital energy is 1.01 eV.

=====

# 2
The following is a quantum chemistry calculation of a cluster of 12 separate species, C8H34O11 in total at a distorted geometry, from OMol25.

```
53
Properties=species:S:1:pos:R:3:lowdin_charge:R:1
C -3.046 -0.723 -1.364 -0.05
C -2.100 -1.088 -0.243 -0.34
C -1.608 -2.320 -0.115 0.04
C -2.432 0.768 1.331 0.06
C -1.616 0.001 0.562 -0.29
C -0.198 0.332 0.828 -0.11
C 0.440 0.913 1.874 -0.17
C 1.892 1.193 1.749 -0.08
H -3.993 -1.352 -1.223 0.11
H -2.500 -0.915 -2.350 0.10
H -3.445 0.278 -1.375 0.06
H -1.893 -3.157 -0.737 0.09
H -0.868 -2.652 0.705 0.08
H -2.097 1.530 1.903 0.01
H -3.540 0.581 1.575 0.11
H 0.467 0.138 -0.092 0.10
H 0.053 1.242 2.826 0.11
H 2.050 2.249 1.413 0.09
H 2.291 0.531 0.967 0.06
H 2.539 0.889 2.641 0.10
H 1.230 -0.452 -1.382 -0.01
H 2.293 0.038 -2.547 0.09
O 1.954 0.133 -1.627 -0.10
H -0.099 -1.732 -1.721 0.02
H 0.575 -2.843 -0.933 0.02
O 0.735 -2.153 -1.557 -0.05
H 2.409 -1.468 3.438 -0.03
H 0.901 -1.838 3.580 -0.04
O 1.730 -1.653 4.014 -0.03
H -1.471 0.909 -3.178 0.06
H -1.168 1.317 -1.782 0.03
O -0.867 0.687 -2.486 -0.07
H -1.252 3.403 -1.108 0.01
H -2.500 2.773 -0.355 0.10
O -1.979 2.813 -1.223 -0.07
H -1.195 -1.100 3.580 0.12
H -1.006 -2.121 2.206 0.08
O -0.605 -1.439 2.852 -0.10
H 2.495 -2.817 1.171 0.00
H 1.022 -2.630 1.623 -0.01
O 1.644 -3.193 1.162 -0.03
H 0.579 3.025 -2.123 0.06
H 0.701 1.827 -1.332 -0.01
O 0.596 2.758 -1.224 -0.03
H 1.044 1.203 -2.850 -0.03
H 1.421 0.617 -4.084 0.01
O 1.469 1.445 -3.688 -0.04
H 0.024 2.908 0.438 0.04
H 0.279 3.911 1.614 0.02
O -0.258 3.201 1.371 -0.07
H 2.968 -1.193 -0.875 0.03
H 2.670 -2.642 -1.202 0.01
O 3.266 -2.131 -0.647 -0.09
```

The HOMO-LUMO gap is 8.53 eV. Its lowest unoccupied orbital energy is 0.06 eV.

=====

# 3
The following is a quantum chemistry calculation of an isolated molecule of C5H8O, from OMol25.

```
14
Properties=species:S:1:pos:R:3:lowdin_charge:R:1
C -1.921 1.217 -0.452 -0.10
C -1.502 -0.204 -0.279 -0.13
C -0.232 -0.672 -0.234 -0.19
C 0.939 0.059 -0.622 0.05
C 2.159 -0.368 0.095 -0.33
O 2.057 -1.080 1.324 -0.09
H -2.728 1.309 -1.187 0.08
H -2.331 1.568 0.504 0.08
H -1.077 1.856 -0.724 0.07
H -0.106 -1.699 0.127 0.11
H -2.302 -0.909 -0.051 0.10
H 2.842 0.490 0.198 0.11
H 2.667 -1.044 -0.616 0.13
H 1.535 -0.524 1.918 0.09
```

The HOMO-LUMO gap (spin up / spin down) is 7.58 / 7.58 eV. Its lowest unoccupied orbital energy (spin up / spin down) is -0.58 / -0.58 eV.

=====

Energy above the lowest of the compared OMol25 structures with the same formula, charge and spin values (in eV) by entry order: 1.0177 3.3158 4.2431.